(1)
The following is a quantum chemistry calculation of one molecule with the formula C3H7NO6 at a distorted geometry, from OMol25.

Each line ends with the natural charge from an NBO analysis.
Cartesian coordinates (Å):
1 O -0.530 -0.698 -1.629  -0.767
2 O 0.160 1.418 -1.559  -0.723
3 O -1.817 -1.360 1.257  -0.570
4 O 0.297 -2.032 1.121  -0.663
5 O -1.372 1.175 0.469  -0.717
6 O 1.623 -0.354 -0.940  -0.729
7 N 0.767 0.724 1.410  -0.835
8 C -0.682 -1.093 1.012  0.770
9 C 0.375 0.209 -0.935  0.720
10 C -0.244 0.354 0.577  0.236
11 H -2.123 0.614 0.389  0.512
12 H 1.039 -1.778 0.666  0.489
13 H 0.473 1.246 2.227  0.385
14 H -0.606 -0.306 -2.554  0.492
15 H 1.661 -1.104 -1.565  0.511
16 H 1.521 1.189 1.049  0.382
17 H -0.543 1.796 -0.996  0.506

Its HOMO energy is -9.881 eV. The net charge is 0. For the energy relative to the best compared isomer or geometry (same formula, charge and spin), the calculation gives 0.0 kJ/mol. Its total energy is -624.71915 a.u. The calculation puts the molar mass at 153.090 u. As for the structure (SMILES): N[C@](O)(C(=O)O)C(O)(O)O. The value obtained for the maximum force is 4.1 eV/Å. The LUMO energy is 0.42 eV.

=====

(2)
The following is a quantum chemistry calculation of C28H49ClMgN7O4 as an isolated structure at a distorted geometry, from OMol25.

Each line ends with the Mulliken charge.
Cartesian coordinates (Å):
1 Cl 1.230 -0.068 -0.074  0.914
2 Mg 4.605 1.064 -0.438  1.196
3 O 2.657 0.164 0.224  -0.190
4 O 0.969 -0.129 -1.459  -0.521
5 O 0.570 0.991 0.579  -0.421
6 O 0.788 -1.363 0.435  -0.433
7 N -2.422 3.410 5.662  -0.512
8 N 4.246 0.377 -2.381  -0.550
9 N 4.086 5.190 2.560  -0.473
10 N 4.224 -1.141 2.808  -0.589
11 N -0.206 -5.357 0.889  -0.619
12 N -1.993 3.616 0.094  -0.543
13 N 1.207 -5.490 -3.535  -0.517
14 C -0.821 3.504 -3.274  -0.598
15 C -2.785 -2.886 0.820  0.164
16 C -1.920 2.853 4.753  -0.072
17 C -0.065 -3.440 -2.615  1.263
18 C -0.914 -4.501 1.323  0.023
19 C 0.554 5.419 2.171  -0.311
20 C 3.729 0.464 -3.404  0.548
21 C -1.860 -3.596 -4.336  -1.354
22 C -1.357 3.237 -0.814  -0.030
23 C -1.765 -3.430 1.849  0.922
24 C 2.879 -2.046 -5.030  -1.295
25 C -2.282 3.574 -3.666  -1.241
26 C 1.975 -0.766 4.212  0.645
27 C 3.009 4.800 2.401  0.021
28 C 0.649 6.295 0.922  -1.198
29 C 2.131 -0.670 -4.988  -0.082
30 C -1.368 2.137 3.563  1.546
31 C 1.616 4.294 2.267  0.493
32 C -1.575 -3.505 -2.872  -0.084
33 C 3.023 0.531 -4.691  -0.486
34 C 1.630 -3.261 4.634  -1.580
35 C -0.586 2.763 -1.928  0.745
36 C 3.224 -0.987 3.422  0.005
37 C -2.669 -0.001 3.791  -0.952
38 C 0.647 -4.578 -3.157  0.008
39 C -2.284 1.143 2.859  -0.084
40 C -3.708 -4.044 0.375  -1.449
41 C 1.009 -1.931 4.263  0.557
42 H -2.014 -2.612 -2.429  0.259
43 H 0.385 -2.551 -3.055  -0.585
44 H 1.592 -0.503 -5.921  0.392
45 H 2.350 -3.575 3.879  0.356
46 H -3.274 -0.772 3.314  0.278
47 H 0.149 -1.747 4.907  0.382
48 H -1.037 2.887 2.845  -0.616
49 H -1.067 -2.628 2.088  -0.725
50 H 3.142 -2.404 -4.034  0.354
51 H 0.593 5.992 3.098  0.460
52 H 2.205 -2.832 -5.371  0.373
53 H -2.254 -2.473 -0.037  -0.211
54 H -1.419 -4.474 -4.809  0.368
55 H 1.394 3.688 3.146  0.186
56 H 0.485 2.821 -1.731  0.128
57 H -2.776 4.187 -2.913  0.333
58 H 1.606 6.799 0.782  0.391
59 H -1.740 0.711 2.019  -0.041
60 H -1.385 -2.765 -4.858  0.258
61 H -2.509 4.017 -4.636  0.396
62 H -0.320 4.468 -3.196  0.362
63 H -1.717 -0.443 4.086  -0.009
64 H 0.961 -4.121 4.679  0.407
65 H -3.267 -4.806 -0.267  0.318
66 H 2.520 1.494 -4.769  0.343
67 H -2.164 -3.772 2.804  0.527
68 H 1.311 -0.645 -4.270  -0.029
69 H 0.695 -2.033 3.224  -0.461
70 H -0.095 7.091 0.924  0.366
71 H 1.604 3.593 1.432  -0.192
72 H -0.850 1.705 -1.918  -0.050
73 H 0.111 -3.421 -1.540  -0.120
74 H -2.749 2.591 -3.734  0.299
75 H 3.740 -2.056 -5.698  0.393
76 H 3.798 0.451 -5.453  0.374
77 H -2.930 -3.666 -4.532  0.397
78 H -2.020 -4.290 -2.260  0.099
79 H -3.328 -2.072 1.300  0.347
80 H -3.187 0.346 4.685  0.455
81 H -0.259 2.974 -4.043  0.236
82 H 2.188 -3.294 5.570  0.381
83 H -3.133 1.626 2.375  0.421
84 H -0.454 5.011 2.258  0.218
85 H -4.188 -4.521 1.229  0.378
86 H 2.276 -0.453 5.212  0.490
87 H -4.507 -3.650 -0.253  0.426
88 H 1.491 0.114 3.789  -0.638
89 H 0.441 5.769 -0.010  0.159
90 H -0.470 1.606 3.880  -0.499

Its HOMO energy is -12.956 eV. The net charge is +1. For the energy relative to the best compared isomer or geometry (same formula, charge and spin), the calculation gives 490.3 kJ/mol. Its total energy is -2440.23660 a.u. The calculation puts the molar mass at 607.503 u. The value obtained for the maximum force is 4.8 eV/Å. The LUMO energy is -7.60 eV.

=====

(3)
The following is a quantum chemistry calculation of an isolated ion of composition C5H8NO2 and charge -1 at a distorted geometry, from OMol25.

Each line ends with the natural charge from an NBO analysis.
Cartesian coordinates (Å):
1 O -2.222 -1.033 1.572  -0.807
2 O -2.690 1.068 2.346  -0.765
3 N 1.180 -0.349 -2.921  -0.856
4 C 0.361 -0.308 0.790  -0.450
5 C -2.050 0.212 1.758  0.756
6 C 0.580 0.224 -0.641  -0.222
7 C -0.587 0.647 1.618  -0.501
8 C 1.039 -0.689 -1.541  -0.050
9 H 0.853 0.548 -3.232  0.356
10 H -0.202 0.737 2.665  0.190
11 H -0.600 1.621 1.250  0.184
12 H -0.124 -1.184 0.769  0.241
13 H 0.966 -1.806 -1.486  0.196
14 H 1.964 -0.586 -3.398  0.350
15 H 0.308 1.250 -0.990  0.191
16 H 1.225 -0.354 1.441  0.186

Its HOMO energy is -3.737 eV. The net charge is -1. For the energy relative to the best compared isomer or geometry (same formula, charge and spin), the calculation gives 164.4 kJ/mol. Its total energy is -400.55210 a.u. The calculation puts the molar mass at 114.124 u. As for the structure (SMILES): N/C=C/CCC(=O)[O-]. The value obtained for the maximum force is 5.3 eV/Å. The LUMO energy is 3.66 eV.

=====

(4)
The following is a quantum chemistry calculation of a 6-piece molecular cluster, CH13O5S overall at a distorted geometry, from OMol25.

Each line ends with the natural charge from an NBO analysis.
Cartesian coordinates (Å):
1 S 2.434 0.490 -0.744  -0.868
2 O -0.015 -1.587 -2.618  -0.961
3 O -3.132 -0.337 0.348  -0.977
4 O -1.437 0.388 -1.488  -1.020
5 O 0.252 2.333 0.556  -1.015
6 O -0.864 0.089 3.054  -0.952
7 C 2.474 -0.818 0.851  -0.680
8 H 3.166 -1.478 0.420  0.192
9 H 0.163 1.413 0.208  0.501
10 H -1.065 -0.349 -1.961  0.498
11 H -2.779 0.542 0.285  0.489
12 H 1.174 2.626 0.496  0.497
13 H -2.836 -0.890 -0.403  0.488
14 H 0.680 -1.709 -1.949  0.499
15 H 2.778 -0.265 1.782  0.195
16 H 1.444 -1.166 0.827  0.193
17 H -0.664 0.889 2.643  0.475
18 H -1.442 -0.337 2.433  0.476
19 H -0.872 1.188 -1.578  0.490
20 H 0.540 -1.022 -3.161  0.481

Its HOMO energy is -3.290 eV. The net charge is -1. For the energy relative to the best compared isomer or geometry (same formula, charge and spin), the calculation gives 177.8 kJ/mol. Its total energy is -820.30268 a.u. The calculation puts the molar mass at 137.177 u. The value obtained for the maximum force is 3.7 eV/Å. The LUMO energy is 3.44 eV.